Below is C22H26F5MgN2OSSi2 as an isolated structure, with properties calculated with ωB97M-V/def2-TZVPD.

Properties
- energy above the lowest of the compared OMol25 structures with the same formula, charge and spin (eV) = 0.307
- orbital gap (Eh) = 0.274

ORCA input file:
```
! wB97M-V def2-TZVPD RIJCOSX def2/J DEFGRID3
* xyz -1 1
Mg -0.116 -0.979 -0.838
O 1.446 -1.986 -1.082
C 2.443 -1.957 -0.262
C 3.781 -1.983 -0.735
C 4.859 -1.907 0.114
C 4.673 -1.806 1.495
C 3.389 -1.812 1.994
C 2.271 -1.905 1.156
C 0.938 -2.004 1.732
N -0.229 -1.767 1.148
C -1.209 -2.060 2.063
C -0.643 -2.477 3.223
N 0.715 -2.439 3.003
H 3.928 -2.047 -1.806
H 5.864 -1.918 -0.290
H 5.519 -1.720 2.164
H 3.239 -1.705 3.064
H -2.256 -1.971 1.827
H -1.075 -2.795 4.155
H 1.429 -2.719 3.648
F -7.068 -0.609 -0.190
C -5.851 -0.989 -0.593
C -5.323 -2.199 -0.183
F -6.042 -2.981 0.636
C -4.071 -2.592 -0.609
F -3.602 -3.760 -0.160
C -3.283 -1.820 -1.479
S -1.773 -2.387 -2.089
C -3.843 -0.584 -1.836
F -3.146 0.246 -2.611
C -5.096 -0.181 -1.424
F -5.597 0.997 -1.822
C -2.473 1.158 0.725
Si -0.740 1.886 0.426
C 0.284 1.564 2.002
C -1.006 3.773 0.348
C -0.007 1.143 -1.096
Si 1.660 1.735 -1.638
C 1.623 3.544 -2.247
C 2.950 1.713 -0.244
C 2.362 0.689 -3.057
H -2.836 1.344 1.739
H -2.468 0.078 0.564
H -3.196 1.588 0.026
H -0.367 1.338 2.850
H 0.892 2.433 2.266
H 0.961 0.716 1.864
H -1.687 4.120 1.131
H -1.429 4.059 -0.618
H -0.059 4.307 0.464
H -0.711 1.343 -1.918
H 1.526 4.220 -1.393
H 0.773 3.727 -2.909
H 2.535 3.815 -2.787
H 2.760 2.514 0.475
H 3.956 1.847 -0.649
H 2.933 0.761 0.294
H 1.756 0.798 -3.960
H 2.348 -0.365 -2.774
H 3.391 0.970 -3.299
*
```

For reference, the Mulliken charges in units of e are:
1. Mg 0.073
2. O -0.809
3. C 1.145
4. C -0.495
5. C -0.383
6. C -0.979
7. C -0.616
8. C 0.780
9. C -0.061
10. N -0.188
11. C -0.327
12. C -0.939
13. N -0.054
14. H 0.418
15. H 0.373
16. H 0.374
17. H 0.309
18. H 0.314
19. H 0.438
20. H 0.191
21. F -0.331
22. C 0.699
23. C 0.339
24. F -0.336
25. C 0.181
26. F -0.437
27. C 0.135
28. S -0.629
29. C 0.185
30. F -0.429
31. C 0.331
32. F -0.363
33. C -0.605
34. Si 0.500
35. C -0.869
36. C -1.295
37. C -0.083
38. Si 0.337
39. C -1.218
40. C -0.852
41. C -1.025
42. H 0.483
43. H -0.264
44. H 0.201
45. H 0.382
46. H 0.434
47. H -0.017
48. H 0.341
49. H 0.325
50. H 0.272
51. H 0.500
52. H 0.285
53. H 0.324
54. H 0.310
55. H 0.319
56. H 0.369
57. H 0.092
58. H 0.349
59. H 0.179
60. H 0.315

Below is an isolated ion of composition C4H6NO and charge +1 at a distorted geometry, with properties calculated with ωB97M-V/def2-TZVPD.

Properties
- energy above the lowest of the compared OMol25 structures with the same formula, charge and spin (eV) = 1.737
- orbital gap (Eh) = 0.398

ORCA input file:
```
! wB97M-V def2-TZVPD RIJCOSX def2/J DEFGRID3
* xyz 1 1
C -1.580 0.072 0.056
C 1.072 -1.813 0.107
C -0.786 1.263 0.240
C 0.599 0.663 -0.240
N 0.292 -0.840 0.018
O -2.548 -0.492 -0.150
H 2.221 -1.837 0.093
H 0.531 -2.714 0.205
H -1.169 2.235 -0.351
H -0.706 1.527 1.207
H 0.532 0.840 -1.346
H 1.542 1.097 0.162
*
```

For reference, the Mulliken charges in units of e are:
1. C 0.658
2. C -0.188
3. C -0.426
4. C -0.530
5. N -0.242
6. O -0.147
7. H 0.256
8. H 0.292
9. H 0.341
10. H 0.298
11. H 0.281
12. H 0.407

Below is a 2-piece molecular cluster, C11H11N overall at a distorted geometry, with properties calculated with ωB97M-V/def2-TZVPD.

Properties
- energy above the lowest of the compared OMol25 structures with the same formula, charge and spin (eV) = 2.280
- orbital gap (Eh) = 0.371
- SMILES string = c1ccccc1.c1ccncc1

ORCA input file:
```
! wB97M-V def2-TZVPD RIJCOSX def2/J DEFGRID3
* xyz 0 1
C -0.465 -0.467 -2.090
C -1.340 -1.310 -1.390
C -2.211 -0.659 -0.568
C -2.413 0.754 -0.608
C -1.549 1.527 -1.263
C -0.561 0.921 -1.929
H 0.394 -0.927 -2.654
H -1.150 -2.382 -1.397
H -2.944 -1.234 -0.119
H -3.335 1.137 -0.143
H -1.562 2.573 -1.398
H 0.194 1.515 -2.461
C 1.126 -0.412 0.295
C 1.899 0.727 0.609
C 2.485 0.928 1.805
N 2.167 0.233 2.913
C 1.243 -0.762 2.702
C 0.798 -1.192 1.460
H 0.776 -0.763 -0.617
H 1.980 1.543 -0.139
H 3.270 1.722 1.897
H 0.986 -1.340 3.660
H 0.210 -2.131 1.434
*
```

For reference, the Mulliken charges in units of e are:
1. C -0.235
2. C -0.491
3. C -0.413
4. C -0.510
5. C -0.376
6. C -0.329
7. H 0.365
8. H 0.372
9. H 0.495
10. H 0.339
11. H 0.455
12. H 0.384
13. C -0.319
14. C -0.296
15. C -0.188
16. N -0.578
17. C -0.186
18. C -0.424
19. H 0.779
20. H 0.255
21. H 0.308
22. H 0.288
23. H 0.304

Below is C5H6S as an isolated structure at a distorted geometry, with properties calculated with ωB97M-V/def2-TZVPD.

Properties
- energy above the lowest of the compared OMol25 structures with the same formula, charge and spin (eV) = 2.946
- orbital gap (Eh) = 0.354

ORCA input file:
```
! wB97M-V def2-TZVPD RIJCOSX def2/J DEFGRID3
* xyz 0 1
C 2.604 -0.136 -0.186
C 1.434 0.144 0.226
C -0.022 0.099 0.480
C -1.065 1.179 -0.153
C -0.842 -1.084 -0.059
H 3.492 -0.190 -0.618
H -0.220 0.244 1.583
H -0.951 2.196 0.344
H -0.668 1.105 -1.255
H -0.972 -1.973 0.725
H -0.407 -1.473 -1.047
S -2.386 -0.113 -0.041
*
```

For reference, the Mulliken charges in units of e are:
1. C -0.208
2. C -0.595
3. C 0.049
4. C -0.623
5. C -0.563
6. H 0.508
7. H 0.274
8. H 0.377
9. H 0.282
10. H 0.310
11. H 0.318
12. S -0.128

Below is an isolated ion of composition C22H21N2O and charge +1 at a distorted geometry, with properties calculated with ωB97M-V/def2-TZVPD.

Properties
- energy above the lowest of the compared OMol25 structures with the same formula, charge and spin (eV) = 2.774
- orbital gap (Eh) = 0.264
- SMILES string = CO[C@H](c1ccc(C)cc1)C([N+]#N)(c1ccccc1)c1ccccc1

ORCA input file:
```
! wB97M-V def2-TZVPD RIJCOSX def2/J DEFGRID3
* xyz 1 1
C -1.032 -2.660 -2.060
O -0.485 -2.183 -0.772
C 0.101 -0.913 -0.625
C 1.222 -1.019 0.390
C 2.452 -0.297 0.349
C 3.268 -0.189 1.485
C 3.038 -1.033 2.577
C 3.966 -0.969 3.773
C 1.959 -1.931 2.535
C 1.038 -1.895 1.480
C -1.110 0.165 -0.107
N -1.467 -0.400 1.107
N -1.743 -0.856 2.128
C -2.237 0.151 -1.093
C -2.125 0.891 -2.284
C -2.994 0.673 -3.367
C -4.043 -0.234 -3.206
C -4.308 -0.772 -1.935
C -3.426 -0.577 -0.874
C -0.315 1.432 0.057
C 0.497 1.912 -0.984
C 1.422 2.941 -0.729
C 1.434 3.593 0.509
C 0.501 3.220 1.488
C -0.310 2.105 1.295
H -1.679 -3.489 -1.745
H -1.620 -1.859 -2.555
H -0.180 -2.998 -2.678
H 0.273 -0.263 -1.500
H 2.712 0.245 -0.572
H 4.129 0.491 1.485
H 3.701 -1.753 4.499
H 5.031 -1.096 3.500
H 3.876 0.012 4.275
H 1.856 -2.656 3.358
H 0.178 -2.580 1.477
H -1.360 1.666 -2.397
H -2.856 1.238 -4.306
H -4.703 -0.465 -4.043
H -5.228 -1.319 -1.744
H -3.632 -0.974 0.130
H 0.487 1.493 -2.005
H 2.133 3.236 -1.515
H 2.150 4.402 0.699
H 0.377 3.798 2.403
H -0.945 1.720 2.097
*
```

For reference, the Mulliken charges in units of e are:
1. C -0.617
2. O -0.315
3. C -1.566
4. C 0.758
5. C -0.098
6. C -0.905
7. C 1.033
8. C -1.370
9. C -0.881
10. C -0.743
11. C 2.806
12. N 0.566
13. N -0.846
14. C -0.431
15. C -0.134
16. C -0.830
17. C -0.590
18. C -0.635
19. C -0.332
20. C 0.625
21. C -0.283
22. C -1.145
23. C -0.543
24. C -0.870
25. C -0.686
26. H 0.280
27. H 0.245
28. H 0.269
29. H 1.367
30. H 0.492
31. H 0.430
32. H 0.337
33. H 0.345
34. H 0.315
35. H 0.287
36. H 0.515
37. H 0.520
38. H 0.422
39. H 0.442
40. H 0.415
41. H 0.358
42. H 0.345
43. H 0.408
44. H 0.429
45. H 0.443
46. H 0.370

> Which of these has the highest energy above the lowest of the compared OMol25 structures with the same formula, charge and spin?

C5H6S